Record 1
ORCA calculation (the ωB97M-V functional and the def2-TZVPD basis) on a molecular structure, C25H55NO2PmSi2.

Results
* HOMO energy (alpha / beta): -0.4038 / -0.3969 Eh
* strongest force on any atom: 2.72 eV Å⁻¹
* spin multiplicity: 5
* orbital gap (alpha / beta): 7.26 / 7.66 eV
* calculated total energy: -64703.622 eV
* net charge: +1
* LUMO level (alpha / beta): -3.73 / -3.14 eV

CARTESIAN COORDINATES (ANGSTROEM)
Pm: 0.15155 -0.89833 0.73920
Si: -3.37206 -3.18943 1.78131
Si: -0.16560 0.77053 3.71066
O: -2.91046 -0.65118 -1.37503
O: -3.78918 -2.95058 -1.51986
N: 0.85994 1.26169 -0.55406
C: -5.73360 -3.26987 -2.91962
C: 2.48460 -2.82878 -3.03318
C: -3.84482 -4.98141 1.43267
C: -0.15315 2.55438 4.28358
C: 1.50890 -0.30675 -2.38721
C: -2.73543 -3.14668 3.53174
C: -2.14763 -2.32261 0.60346
C: -3.17917 -4.22202 -1.84041
C: -1.20151 0.58642 2.17057
C: 2.37049 -0.46758 -3.50096
C: 2.86739 -1.73571 -3.80582
C: 0.35466 2.64286 -0.33165
C: 1.09656 1.10357 -2.03004
C: -5.22374 -2.88139 -1.55866
C: -3.77150 0.34443 -0.84010
C: -3.41019 -0.57716 -3.75320
C: -4.94243 -2.13979 1.77360
C: 1.63479 0.24129 3.47858
C: -2.35221 -0.51228 -2.69172
C: 2.15497 1.09981 0.14478
C: -0.87891 -0.28209 5.08642
C: 1.09691 -1.39264 -1.62521
C: -3.42582 1.73981 -1.27961
C: -2.47984 -4.10180 -3.16071
C: 1.58720 -2.65320 -1.94207
H: -4.78011 -1.19021 2.29296
H: -0.65824 -1.34964 4.94382
H: 1.86589 1.84222 -2.32901
H: -2.91653 -0.65615 -4.72982
H: -2.47297 -4.39599 -1.01669
H: 2.00108 -0.03720 4.47967
H: -0.56817 2.78529 -0.90451
H: -1.96245 -0.15725 5.16063
H: -2.03556 -3.97549 3.69244
H: -1.22918 -2.93368 0.49552
H: 2.09582 1.51004 1.16481
H: 1.30105 -3.51884 -1.34624
H: -1.65281 -3.38623 -3.11812
H: 2.48880 0.04097 0.17265
H: -2.73831 -2.20199 -0.43006
H: -1.09926 3.05163 4.02667
H: 2.94395 1.65892 -0.39239
H: -2.21851 -2.20609 3.74523
H: -3.19034 -3.77762 -3.93078
H: -4.77967 0.02674 -1.13319
H: -4.02600 0.32879 -3.71494
H: -2.22410 0.26966 2.44626
H: -5.48920 -1.83519 -1.32783
H: 2.87708 -3.82487 -3.25516
H: -5.29116 -2.63878 -3.69981
H: -5.62073 -3.52884 -0.76462
H: -3.56897 -3.25406 4.24443
H: 0.14358 2.81780 0.73283
H: -1.77015 0.42129 -2.76172
H: -2.03876 -1.28524 1.03264
H: -0.03511 2.59770 5.37573
H: 1.10485 3.38098 -0.67562
H: -0.43261 0.03174 6.04343
H: -1.31683 1.52858 1.60361
H: 1.83622 -0.63441 2.82846
H: 2.25126 1.08820 3.14059
H: -5.32452 -1.88185 0.78224
H: -4.40612 -5.40645 2.28139
H: -2.48469 2.07211 -0.81596
H: -4.46089 -5.15659 0.54632
H: 0.17501 1.40944 -2.55644
H: -3.70292 0.25953 0.25975
H: 0.66796 3.12258 3.82984
H: -5.76872 -2.64808 2.29126
H: -1.61162 -1.32083 -2.76287
H: 2.66251 0.41357 -4.07579
H: -3.95094 -5.00533 -1.84120
H: -4.04273 -1.45843 -3.58484
H: -2.94846 -5.60196 1.32195
H: -6.81859 -3.13264 -2.96071
H: -3.34017 1.81085 -2.36225
H: -2.06396 -5.07742 -3.42489
H: 3.55525 -1.86664 -4.64984
H: -5.48237 -4.31607 -3.12426
H: -4.22529 2.41208 -0.95795

Cartesian forces, eV/Å:
-0.0730 0.5624 -1.2811
-1.0067 0.2132 0.1910
-1.0512 0.5337 0.2084
1.2771 1.0725 -0.1077
-0.7020 -0.9424 -0.4097
0.2131 0.1261 -0.1808
-0.4001 -0.0621 -0.2544
-0.5596 -0.1973 0.7056
0.2309 -0.2220 -0.1515
0.1184 0.1317 0.1564
0.8972 0.3413 -1.2042
0.1748 -0.1147 0.1232
-1.0252 -0.1000 -0.6799
-0.6800 0.7857 0.5810
0.1172 -0.2168 -0.4274
-0.4343 -0.0878 0.8159
-0.0868 0.0802 -0.1757
0.1870 -0.0930 0.1101
-0.3448 0.0856 0.2595
0.6066 -0.0422 -0.0673
-0.0227 -0.5118 -0.3278
-0.0076 -0.1148 -0.2342
-0.1447 0.1233 -0.1084
0.3006 0.0266 0.0480
0.1098 0.1566 0.7596
0.2119 0.5436 -0.0945
0.3129 -0.1519 0.0890
-0.6266 0.2658 1.6207
-0.1300 0.4268 0.3192
0.1850 -0.3004 -0.3702
0.8805 -0.0431 -1.1618
0.0477 -0.0267 0.0658
-0.0950 0.2122 0.1505
-0.1562 -0.3014 0.0683
-0.3076 0.0773 0.0612
-0.1150 -0.3083 -0.2455
-0.0168 -0.0410 -0.3489
0.2789 -0.0432 0.1530
0.0832 -0.0267 0.0044
-0.0372 0.1216 0.1493
-0.0680 0.1505 -0.0320
-0.0841 -0.1948 -0.3844
0.0750 -0.0633 -0.1195
-0.1527 -0.1010 0.0355
-0.0562 0.3719 -0.1358
1.5852 -0.3700 2.1790
0.2425 -0.1529 0.0768
-0.1296 -0.2893 0.2652
-0.1205 -0.1097 0.0513
0.2681 -0.1665 0.0820
-0.1501 0.6086 0.0971
-0.0153 -0.2402 -0.2361
0.3825 0.0715 0.0009
0.1952 -0.4934 -0.0528
-0.1172 0.3430 0.0431
-0.2622 -0.3327 0.1975
-0.1681 0.1032 -0.1716
0.3032 0.0068 -0.2021
0.1223 -0.0870 -0.3304
-0.1766 -0.1532 -0.0117
-0.2445 -0.8615 -0.1156
0.0446 0.0979 -0.2492
-0.2829 -0.2280 0.1219
-0.1284 -0.1689 -0.2369
0.1162 -0.2319 0.2159
0.1803 0.1415 0.2271
-0.0976 -0.4125 0.0545
0.1797 -0.0878 0.1157
0.2038 0.3533 -0.1252
-0.2985 -0.1028 -0.1747
0.1015 0.1963 0.0375
0.2144 -0.2256 0.3056
-0.0365 -0.0381 -0.3927
-0.1440 0.0221 0.0810
0.2802 0.0189 -0.0037
-0.3446 0.1362 -0.0191
0.0228 -0.2977 0.0598
0.3484 0.0352 0.0578
0.3879 0.5099 -0.1577
-0.0529 -0.0159 -0.0034
0.0979 -0.1958 -0.0491
-0.0267 0.1381 0.0529
0.0048 0.0772 -0.1953
-0.3057 0.0329 0.3963
-0.2558 0.1921 -0.1436
0.1526 0.0756 -0.0212

Atomic partial charges in e from the Mulliken method, atoms 1 to 4:
1. Pm 0.94
2. Si 0.49
3. Si 0.25
4. O 0.77

=====

Record 2
ORCA calculation (the ωB97M-V functional and the def2-TZVPD basis) on C4H5NO in the gas phase.

Results
* HOMO energy: -0.3779 Eh
* strongest force on any atom: 0.67 eV Å⁻¹
* orbital gap: 9.84 eV
* calculated total energy: -7763.375 eV
* LUMO level: -0.44 eV

CARTESIAN COORDINATES (ANGSTROEM)
O: 0.79866 -1.34273 0.92197
N: 1.88465 0.01578 -0.54110
C: 0.08811 1.74199 0.52298
C: 0.84529 -0.33163 0.25879
C: -0.40855 0.58692 0.21185
C: -1.72616 -0.11812 0.04106
H: -2.56823 0.57662 0.06781
H: 1.95772 0.94195 -0.93382
H: -1.83407 -0.84800 0.84843
H: 2.71226 -0.56085 -0.48881
H: -1.74969 -0.66192 -0.90917

Cartesian forces, eV/Å:
-0.0026 0.2772 -0.3045
0.0314 -0.0184 0.1544
-0.4753 -0.4110 -0.2273
0.1852 -0.4450 0.0566
0.2662 0.4621 0.1797
-0.0686 -0.0069 0.0109
0.2266 -0.0259 0.0281
-0.1772 -0.1560 0.0248
0.0425 0.1098 -0.1170
-0.0845 0.0970 0.0463
0.0563 0.1172 0.1478

Atomic partial charges in e from the Mulliken method, atoms 1 to 4:
1. O -0.55
2. N -0.40
3. C -0.69
4. C 0.57

=====

Record 3
ORCA calculation (the ωB97M-V functional and the def2-TZVPD basis) on a molecular structure, C31H46NO2W.

Results
* HOMO energy (alpha / beta): -0.3703 / -0.3723 Eh
* strongest force on any atom: 7.75 eV Å⁻¹
* spin multiplicity: 3
* orbital gap (alpha / beta): 6.60 / 5.73 eV
* calculated total energy: -40294.388 eV
* net charge: +1
* LUMO level (alpha / beta): -3.47 / -4.40 eV

CARTESIAN COORDINATES (ANGSTROEM)
W: 0.67008 0.16580 0.26522
O: -2.16110 -1.94435 -3.45581
O: -0.10706 -3.62824 -4.57325
N: 2.22638 1.40878 -0.23791
C: -0.50200 -4.88735 -6.66224
C: 4.08988 2.85641 0.57564
C: -0.44045 1.90227 -1.54825
C: 2.21410 -1.05623 1.19936
C: -1.53378 0.52122 -0.05165
C: 6.04555 4.26347 1.36194
C: -3.11540 -2.29789 -1.20085
C: -1.07455 0.62546 -1.41128
C: -0.46696 2.55658 -0.29156
C: 2.00583 2.83451 1.77397
C: 2.95344 1.10490 -1.50102
C: 3.85965 4.15297 2.58246
C: 0.81275 -3.12605 -5.55820
C: 1.51263 -0.33314 2.22060
C: 4.25937 0.34463 -1.19245
C: -2.71631 -2.90605 -2.52356
C: -3.29224 -2.09268 -4.36130
C: 3.19882 2.40872 -2.27237
C: 4.63882 3.74666 1.50105
C: 0.13837 -0.72520 2.17558
C: -0.84234 -4.74057 -5.17915
C: -1.10492 1.69297 0.65828
C: 2.77010 2.35422 0.66868
C: 2.17594 0.18325 -2.44598
C: 0.57628 -3.82553 -6.91734
C: -3.96396 -3.12903 -3.44410
C: -0.00450 -1.71430 1.14037
C: -1.80256 -4.06100 -2.23454
C: 2.54271 3.70595 2.72438
C: 1.26951 -1.89147 0.50878
C: 1.75048 4.16596 3.91805
H: -4.89293 -2.74018 -3.00217
H: -1.91370 -4.53394 -5.00634
H: -0.14816 3.58158 -0.09296
H: 1.96267 -0.80115 -2.00128
H: 0.77104 3.68134 3.93004
H: 3.29664 -1.09051 1.07403
H: 4.75143 2.54615 -0.23377
H: -2.21881 -2.03563 -0.62543
H: -3.82983 -1.15068 -4.49388
H: -2.97099 -2.49335 -5.33490
H: -1.34044 -0.06306 -2.21666
H: 3.72913 2.16323 -3.20450
H: -0.63539 -0.39946 2.86692
H: 2.81081 0.00991 -3.32671
H: 4.94560 0.46698 -2.04437
H: -0.11880 2.35561 -2.48323
H: 3.79880 3.14541 -1.72574
H: 1.50332 -2.64068 -0.24761
H: 0.66412 -2.03339 -5.60510
H: 6.58532 4.14501 2.30928
H: -4.05051 -4.14082 -3.85694
H: 0.96274 2.53176 1.91992
H: 2.28196 3.91437 4.84702
H: -1.38878 -4.72608 -7.27350
H: 2.23420 2.87650 -2.51924
H: -0.62349 -5.69554 -4.66487
H: -3.66995 -3.05128 -0.64123
H: -3.73232 -1.40600 -1.32412
H: 1.24165 0.62994 -2.79501
H: 4.75266 0.68109 -0.27275
H: -2.19769 -0.24511 0.34494
H: -1.29129 -4.43038 -3.10785
H: 1.96444 0.26334 3.00163
H: 4.30349 4.81890 3.32948
H: -1.41396 1.96117 1.66963
H: 0.22769 -3.10010 -7.65143
H: -2.34729 -4.90900 -1.80084
H: 1.60216 5.25591 3.92162
H: -0.88794 -2.31791 0.95365
H: 6.05829 5.33343 1.11533
H: 1.83820 -3.34179 -5.21182
H: -1.01727 -3.75077 -1.54073
H: 1.49591 -4.28885 -7.27507
H: 6.59367 3.73008 0.57872
H: 4.03835 -0.72526 -1.06599
H: -0.13838 -5.89554 -6.87025

Cartesian forces, eV/Å:
-0.7415 6.8463 -3.5502
-0.3705 0.2485 0.0355
0.0485 -1.1525 -1.8190
-0.0475 -0.6022 0.3176
0.0358 0.2163 0.2699
0.3343 -0.0562 -0.1411
-0.8376 -0.4609 0.7022
0.2955 -1.3474 1.1646
-0.4021 -0.0527 -0.2545
0.1494 -0.0308 -0.0390
0.1523 0.3459 0.1666
-0.3625 0.4731 0.2809
-0.6690 -0.4673 0.1549
0.0088 -0.2062 -0.2963
0.6413 0.2556 0.3402
-0.0517 -0.0500 0.0053
0.3169 0.0313 0.2935
0.5786 -1.3016 0.7726
0.2452 -0.1033 -0.0229
-0.9587 -0.0827 -0.0251
0.3964 -0.3491 0.0036
0.1002 0.1782 -0.3011
-0.5846 -0.0903 0.0835
0.1224 -1.2184 0.4889
-0.3573 -0.0767 0.6410
-0.2967 0.3261 -0.6108
0.1693 0.0270 0.4598
-0.2254 0.0846 -0.1308
-0.1202 0.2857 0.2181
0.5480 0.3260 0.1296
0.2237 -1.1977 1.1263
0.2557 -0.6799 -0.0476
0.6049 0.1142 -0.1601
0.5062 -1.4167 1.0026
-0.1201 0.0008 0.1136
0.2174 -0.5514 -0.1444
0.3860 -0.1067 -0.2376
0.2436 -0.5692 -0.0066
0.0146 0.1596 -0.1089
0.0317 0.1110 0.1312
-0.5154 0.4090 -0.2396
-0.3205 0.1810 0.4589
-0.1968 -0.0455 -0.1489
0.0539 -0.0859 -0.0341
-0.0221 0.2728 0.2210
0.2740 0.0381 0.2413
-0.2214 0.1789 0.1764
0.1906 0.0147 -0.3538
-0.1799 -0.0596 0.2429
-0.0539 -0.1997 0.3339
0.2682 -0.3153 0.3423
-0.3216 -0.2720 -0.3259
-0.1045 0.4233 0.1073
0.1471 -0.3822 -0.0639
-0.0530 0.0142 -0.2126
-0.2198 0.3233 0.1392
0.4815 0.0439 -0.1466
-0.1957 0.0320 -0.2224
0.0654 0.0359 -0.0456
0.2774 -0.0995 -0.0070
0.1081 0.5181 0.0729
-0.0774 0.0653 0.1118
-0.0411 -0.0219 -0.0009
0.2522 -0.1786 -0.0332
-0.1069 -0.1612 -0.4020
0.2343 0.3700 -0.2171
-0.1539 0.0873 0.1861
-0.0577 0.3271 -0.4250
-0.2584 -0.1718 -0.2030
0.2894 -0.1361 -0.3367
0.1493 -0.0621 -0.0779
-0.0292 0.2857 0.1284
0.0305 -0.3186 -0.0852
0.1711 0.4213 -0.2211
-0.0677 -0.2330 0.0332
-0.2683 0.2302 -0.0345
-0.0073 -0.0158 0.1013
-0.0525 0.1737 -0.0596
-0.0650 0.0923 0.1429
0.1422 0.2210 -0.1551
-0.0262 0.1396 0.0063

Atomic partial charges in e from the Mulliken method, atoms 1 to 4:
1. W -0.28
2. O -0.40
3. O -0.29
4. N 0.76

=====

Record 4
ORCA calculation (the ωB97M-V functional and the def2-TZVPD basis) on a molecular structure, C3H2CoO3.

Results
* HOMO energy (alpha / beta): -0.5208 / -0.5154 Eh
* strongest force on any atom: 5.85 eV Å⁻¹
* spin multiplicity: 5
* orbital gap (alpha / beta): 7.91 / 7.09 eV
* calculated total energy: -46901.098 eV
* net charge: +1
* LUMO level (alpha / beta): -6.26 / -6.94 eV

CARTESIAN COORDINATES (ANGSTROEM)
Co: -1.16901 -0.30000 1.83249
O: 1.26391 -1.17900 -0.76388
O: 0.55842 -0.41431 1.24931
O: -1.98141 0.81807 0.60522
C: -1.32313 1.29864 -0.42914
C: 0.73191 -0.20284 -0.00883
C: 0.01368 0.81861 -0.65034
H: 1.43050 -1.97546 -0.24557
H: 0.47512 1.13629 -1.58927

Cartesian forces, eV/Å:
-0.4485 0.3064 0.3433
-0.0758 1.9721 0.6227
0.9577 -0.7249 -0.0212
-0.1989 1.6533 -2.0234
2.7640 -3.6998 3.5986
-2.1682 -2.0442 -0.0576
-0.9178 2.6785 -2.9873
0.4033 -0.0366 0.3732
-0.3158 -0.1047 0.1517

Atomic partial charges in e from the Mulliken method, atoms 1 to 4:
1. Co 1.12
2. O -0.37
3. O -0.75
4. O -0.56

=====

Record 5
ORCA calculation (the ωB97M-V functional and the def2-TZVPD basis) on a gas-phase ion, C2H5NO4P (charge -1).

Results
* HOMO energy (alpha / beta): -0.1146 / -0.1975 Eh
* strongest force on any atom: 4.57 eV Å⁻¹
* orbital gap (alpha / beta): 5.59 / 8.89 eV
* calculated total energy: -21123.647 eV
* net charge: -1
* LUMO level (alpha / beta): 2.47 / 3.52 eV

CARTESIAN COORDINATES (ANGSTROEM)
P: 2.25685 1.37408 0.13402
O: 3.43591 0.56805 -0.26640
O: 1.99740 2.57215 -0.71420
O: -0.70979 -1.81939 0.87266
O: 0.90279 0.39072 0.29277
N: -1.99136 -0.84800 -0.91500
C: -0.85259 -0.98439 -0.29901
C: -0.39817 0.52555 0.13668
H: -0.99763 0.60505 1.02886
H: -0.00884 -1.49072 1.47965
H: -0.83101 1.38447 -0.61174
H: -0.04688 -1.28630 -0.94766
H: -2.75668 -0.99126 -0.19063

Cartesian forces, eV/Å:
0.7721 1.1690 -0.3714
0.1975 -1.1932 0.4252
-1.0988 0.4776 0.1142
-0.6484 0.1930 0.4616
2.2600 -0.1060 0.6923
-4.5187 -0.6767 0.1780
3.7583 0.3566 1.2611
-2.9186 1.3021 -2.3915
0.0526 0.4337 0.9090
-0.4954 0.0163 -1.0417
1.4908 -2.1264 1.4305
0.3413 -0.0340 -0.6293
0.8074 0.1878 -1.0379

Atomic partial charges in e from the Mulliken method, atoms 1 to 4:
1. P 0.03
2. O -0.57
3. O -0.59
4. O -0.56

=====

Results for energy relative to the best compared isomer or geometry (same formula, charge and spin): 2.041, 3.151, 0.830, 1.638, 5.309 (in eV, following the order of the records).